200
Properties=species:S:1:pos:R:3:forces:R:3 method="wB97M-V/def2-TZVPD" homo_ev="-9.00 / -9.00" charge=+1 mol_weight_da=1366.053 s2=2.006 gap_ev="4.5 / 0.4" spin_multiplicity=3
Pd 3.385959 2.838603 3.956671 0.0565 -0.1858 -0.3327
S 1.557501 0.892679 -0.321324 2.1720 0.8057 1.2026
S 0.642615 -1.035613 1.292145 0.5894 -2.9692 0.8190
F -0.298447 1.438785 -2.156962 0.2626 1.2119 2.3364
F -1.617674 -0.010325 2.349670 -0.6511 0.4842 -0.0366
F -0.116053 3.097207 -0.580717 -0.1920 -2.1998 -0.2512
F -1.357917 -2.148384 2.858408 0.8261 1.9544 -0.9097
F -0.245040 -0.635806 3.945067 -0.2140 0.2879 -1.6036
F -1.091139 1.154337 -0.167713 -1.4915 0.0793 1.0946
O 1.591266 -2.062318 1.777778 -1.7042 2.1031 -0.2999
O -3.160376 -8.494703 -5.198357 1.5894 -0.0300 1.0672
O 10.170389 1.190810 -3.372184 0.6701 2.9931 -1.9917
O 2.554430 1.981811 -0.241200 -1.8382 -1.3094 -0.0509
O -1.614397 10.120339 -2.456718 1.1737 0.2612 -0.8921
O -3.086773 -10.565191 -9.421825 -1.8429 -0.4393 -0.8398
O -6.031714 1.233291 -7.050072 1.3463 -1.4038 1.3018
O -1.398876 8.756137 9.399392 0.2780 -0.3910 0.4643
O -8.161551 -8.293596 4.436408 -1.1137 1.3612 -1.2418
O 1.775759 6.061380 3.253195 0.9000 0.8634 0.6350
O 5.761204 0.109793 5.511601 0.2968 0.5220 1.4391
O 5.396309 -0.190391 -9.904817 0.3575 -0.9163 -0.5863
O -0.111832 -1.410493 0.102303 0.2730 0.7662 1.4135
O 1.848977 -0.190234 -1.259159 -0.8241 1.8595 1.5031
O -0.778944 -9.684480 5.983422 -1.7099 -2.0274 0.7484
O -2.067567 3.344616 10.182786 2.3670 0.7488 1.0770
N 6.980968 1.891115 3.636088 -0.9527 0.2116 0.0848
N 1.994075 0.929833 -9.016932 0.2549 0.6254 -0.4958
N -1.434939 -13.472031 6.125974 1.0148 0.8486 -0.5616
N 0.440827 4.655283 5.420592 0.3792 0.9697 0.2679
N -7.095995 -5.733034 5.558650 -0.6073 -1.2598 1.8203
N -0.586549 12.165420 -4.363871 -0.1070 1.5854 -0.4792
N -0.386870 6.092749 10.350520 -1.1643 0.0477 5.0119
N 1.263811 0.458965 1.332871 -0.2530 -0.4396 -2.9133
N 12.257541 2.976259 -4.681492 0.5032 -0.6065 0.2149
N -6.652118 4.848630 -7.035125 0.3155 1.6224 1.1628
N -4.492329 -10.714049 -6.934159 -0.1066 0.5148 0.0582
C 5.331654 -0.340309 6.842713 0.2031 0.6448 -1.5436
C -5.162433 3.760072 -8.639303 0.8383 0.6982 0.2248
C 7.442437 0.533897 3.853295 -0.1921 -0.1554 -0.3629
C -6.053570 2.511739 -6.464715 -0.4859 0.6360 -1.0883
C -0.934522 9.873318 8.651852 -0.5434 -0.4886 -0.3028
C -3.017130 -8.070629 -3.825627 -0.4053 -0.8247 -0.8281
C 4.125595 -0.217281 -9.270674 1.0117 1.1103 -0.6455
C -0.132073 1.729051 -0.770919 2.1101 0.1975 -3.4147
C 0.376299 -9.177761 5.424150 -0.0073 0.6054 -1.0644
C -1.189235 7.119460 11.047591 -0.5942 1.5380 -1.3797
C 3.910685 2.289696 -8.499214 0.4074 -1.6572 -1.3094
C 0.758930 6.772336 4.027186 0.9403 -3.7504 -1.0176
C -1.254128 9.936775 -3.847429 1.9434 -0.7776 0.8693
C -1.434243 6.238141 4.857582 -1.3037 0.0672 0.9030
C 10.465218 4.398434 -5.577457 -0.7287 -1.1369 0.4109
C -0.430392 4.886647 11.252316 -0.9718 -1.6094 -1.3719
C -0.733997 -0.905643 2.665568 1.1275 -2.5163 1.5330
C -5.104672 -9.826967 -5.908438 1.7238 -0.3898 -0.4928
C -5.619371 0.259719 -6.034341 -0.1405 -0.2028 -0.7767
C -8.248535 -7.026895 3.717930 2.1496 0.8510 0.6413
C -2.977164 9.965267 -2.208734 -0.2388 0.3666 -1.0835
C -0.131681 5.630049 4.482918 -1.0237 0.2405 -1.5633
C 9.327385 0.091882 -3.451771 -0.1408 -0.5079 0.3172
C 8.885891 0.450641 3.381341 0.6257 -0.9525 1.0037
C -8.292215 -4.491306 3.930066 0.7168 0.1853 -0.6803
C -5.116590 -10.532849 -8.211484 -0.3059 -0.4283 -1.2533
C -4.400225 -8.455866 -5.820549 -0.9145 0.0918 0.1339
C 10.906311 3.396367 -4.515197 -0.6884 0.0964 0.7760
C 9.852382 2.275408 -4.379811 0.6001 -1.0517 0.4509
C 2.736333 7.092017 3.016329 -0.3540 0.1054 -0.0064
C -4.387340 -11.228624 -9.377835 -0.0888 0.5579 2.2273
C -6.255284 3.630746 -7.559630 -0.1190 -4.2338 -2.1785
C -8.105053 -9.340953 3.484222 0.8716 -0.1811 -0.1961
C 3.416534 1.156186 -9.452630 -1.5300 -1.1110 2.1743
C -1.228941 -11.021915 5.527577 1.6753 0.9814 -0.0807
C -0.795325 8.555077 10.661703 -0.7636 -1.3393 -1.1533
C 1.182145 10.988757 -3.207397 -0.9868 -1.6326 -0.6914
C -3.233543 2.544885 10.029998 0.4869 0.3990 -0.6624
C -0.038266 10.871583 -4.221943 -0.0993 -0.8205 1.0843
C 7.172892 0.076236 5.289622 -0.5987 -1.5575 -1.1033
C -8.198514 -5.825386 4.654831 -1.7496 0.7972 -1.3588
C -1.829654 4.157635 11.363603 -1.2678 -0.4470 -2.3290
C 0.773265 -12.506167 6.288248 0.0753 1.8216 -1.7595
C -0.707166 -12.179273 6.397632 -1.8932 -1.6342 1.4048
C 5.876173 -1.510387 -10.249807 0.3393 1.2324 0.2516
C -2.586092 -10.537241 -10.728098 2.1247 -0.9028 0.0867
H 0.815261 11.265888 -2.219117 0.0441 -0.1784 0.0220
H 5.682079 -2.260460 -9.483109 -0.2451 0.0617 0.1754
H -0.911668 8.911795 -3.989677 -0.0176 -0.3935 0.2227
H -3.138274 -9.972136 -11.478995 -0.2420 -0.1234 0.1795
H 3.520423 -0.995840 -9.735127 -0.2606 -0.0878 0.1233
H -2.690736 4.825892 11.372108 0.2666 0.8561 0.2553
H -3.420445 1.917315 10.901389 -0.5339 0.3644 0.0384
H -3.530617 -10.424205 -7.039988 0.3916 -0.1459 0.1358
H -7.162991 -9.283452 2.938948 0.2872 0.1253 -0.1618
H 0.183382 -9.055768 4.358316 0.5592 -0.2477 -0.4689
H -3.027936 1.894607 9.179724 0.2498 -0.1736 0.1901
H 1.338193 -11.715730 6.782374 0.3699 -0.7379 0.7651
H 3.419549 3.218687 -8.788853 0.4154 0.0533 0.1854
H 1.951305 0.922912 -8.007864 0.0262 0.0228 0.0620
H -1.945945 5.434268 5.386770 -0.7682 0.3729 0.0727
H -2.202661 6.981667 10.670668 -0.4117 -0.0596 0.2224
H -7.224252 4.539768 -6.262226 -0.3677 0.9429 0.5541
H -7.098900 -6.629365 6.024147 0.1747 -0.1321 0.6871
H 1.685292 10.021853 -3.202261 0.1076 -0.1184 0.5302
H 5.964711 -0.022190 7.671032 0.4537 0.0724 -0.2263
H -5.202675 -9.501390 -8.553217 0.0429 0.5899 0.1885
H -9.237093 -5.837848 4.985447 0.2654 -0.2929 2.2396
H -5.072650 -11.166450 -10.223165 0.6708 0.5403 -0.6518
H -5.510655 3.771760 -9.672113 -0.4460 0.0934 0.2098
H -5.184070 2.713430 -5.839095 0.3170 -0.0121 0.0706
H 4.369528 -0.448024 -8.233689 -0.7958 -0.0348 0.4231
H -1.200359 9.264086 11.383753 0.4286 0.0429 0.2727
H -1.006833 -12.040551 7.436399 0.3810 0.7724 0.1600
H 9.031156 -0.153941 -4.471526 0.0791 -0.0921 -0.1176
H 2.129313 7.876272 2.564020 0.6536 0.6917 -0.0311
H 6.957830 -1.397009 -10.322422 -0.0271 -0.1508 -0.1894
H 7.588785 2.479130 4.188255 0.1129 0.5479 -0.2100
H 9.075000 0.993824 2.455451 -0.1263 0.2366 0.2241
H -4.300763 3.093281 -8.671253 -0.4011 -0.6711 0.5975
H 9.899664 -0.722030 -3.006636 -0.1809 -0.2705 -0.1705
H -4.176305 -8.068066 -6.814311 -0.4194 0.0450 -0.2436
H -4.310847 -12.291050 -9.146501 0.5631 -0.1572 -0.0438
H -4.581652 0.321808 -5.706644 0.2966 0.6162 -0.4044
H -0.727095 12.481621 -3.415007 -0.3313 0.5411 0.1589
H 12.849634 3.705237 -4.309808 0.3064 0.0502 -0.1534
H -9.071184 -6.791659 3.042636 -0.4611 -1.1400 -0.0395
H 10.691440 3.932593 -3.590852 0.7082 0.3879 0.6000
H -1.228199 10.815135 9.115349 0.3757 0.0656 0.1467
H 1.562334 0.071283 -9.327722 0.2051 -0.0996 -0.3036
H 10.993145 5.350327 -5.520173 -0.3104 -0.0239 0.2442
H -6.142115 -10.897845 -8.155209 -0.1421 -0.2383 -0.0220
H -4.863439 -10.367883 -4.993388 -0.8153 0.2992 0.4855
H -0.844692 -11.224235 4.527820 0.2885 0.2600 -0.3747
H 4.385589 0.185587 6.971222 -0.2115 -0.5470 0.1301
H 3.584577 6.894012 2.361059 -0.3260 -0.7415 -0.0591
H -5.720122 -0.751400 -6.428796 -0.2363 0.2084 -0.3553
H 9.231677 -0.565367 3.190891 -0.2257 -0.2135 0.0326
H -6.160986 -9.726469 -6.157858 -0.0519 -0.0472 0.4890
H -0.262787 3.964352 5.638860 -0.2271 -0.3968 -0.4253
H 1.277895 -9.759093 5.617275 0.0713 -0.0382 -0.0264
H -2.306757 -10.987756 5.368740 -0.0768 0.0108 0.7830
H -3.406035 -8.835844 -3.153848 -0.1034 -0.1005 0.1303
H 0.479727 5.154584 6.297679 0.5451 0.1256 0.5508
H -1.482467 9.787001 7.713557 0.2406 0.1730 -0.0683
H 0.489261 6.506322 10.065131 0.5727 -0.5676 -0.9827
H -0.335331 5.136292 12.309080 0.7002 0.8041 -0.1290
H -1.422901 7.148745 5.456563 0.2993 -0.0489 0.4386
H -6.154800 -5.698965 5.193831 -0.1920 0.3834 -0.9862
H -3.977988 3.230757 9.625676 -0.8506 -0.2941 0.8281
H -7.318746 -6.858495 3.174569 0.2591 -0.7561 -0.7729
H 0.244030 12.640001 -4.687934 -0.3169 1.2379 -0.1543
H -1.541705 -10.226971 -10.695007 -0.1035 1.2389 0.2995
H -2.117973 10.024352 -4.506368 0.0903 0.7386 -0.0548
H -0.973800 -13.785769 5.283952 -0.4558 -0.6662 -0.4131
H -1.979693 6.520370 3.957065 -0.1499 -0.2044 0.0311
H 6.875857 -0.092158 3.163985 -0.4128 -0.1861 0.3307
H -8.875366 -9.293120 2.714532 -0.4158 -0.0060 0.2704
H 5.249473 -1.427135 6.830249 -0.2241 0.0503 0.1673
H -0.477735 5.054803 3.624173 0.9069 -0.1789 -0.4042
H -1.190687 7.056275 12.135759 0.1545 -0.7054 -0.0618
H 8.938394 2.772950 -4.055515 -0.1990 -0.1772 -0.0211
H -1.913823 3.645997 12.322367 0.4982 -0.5427 -0.0750
H -2.412516 -13.321690 5.921402 -0.1579 0.0799 -0.1006
H 3.457837 1.457487 -10.499345 -0.0154 -0.0193 0.0512
H 0.500031 -8.149250 5.763190 0.1024 -0.1226 0.4398
H -8.387336 -3.670868 4.641356 0.1747 -0.2179 0.2278
H -7.144444 3.298194 -8.095277 -0.0678 -0.6263 -0.1905
H -6.950623 2.474353 -5.846662 -0.1502 0.6958 0.5088
H -5.791479 5.229863 -6.668968 -0.0872 0.8175 0.6386
H 9.507571 0.789244 4.210169 0.4172 0.4707 -0.2595
H 4.992333 2.232909 -8.621346 0.1335 0.9085 0.1192
H -3.496334 10.507564 -2.998977 -0.5234 0.4294 0.1993
H -5.034327 -7.753587 -5.279418 -0.3248 0.2444 -0.1072
H 7.447257 -0.978135 5.256291 0.3602 -0.3046 0.3738
H 7.769209 0.532361 6.079844 -0.0833 0.5704 -0.0214
H 8.430035 0.226444 -2.847829 -0.2874 0.0963 0.0028
H 1.947674 11.700988 -3.515298 -0.3534 0.2318 -0.3503
H 0.321245 7.418529 3.266279 -0.6173 0.3934 0.7537
H 1.107003 -13.543570 6.311012 -0.2836 0.1532 1.1343
H 3.693188 2.016609 -7.466634 -0.1440 0.0914 0.0030
H -3.541551 -7.139368 -3.611492 0.0238 0.1895 -0.2148
H -3.190497 10.405755 -1.234789 -0.1668 -0.4040 -0.0325
H -9.140093 -4.367017 3.256448 0.1090 -0.3718 -0.2460
H -8.076355 -10.315683 3.971223 -0.4160 0.1974 0.2537
H -3.306187 8.938672 -2.369860 -0.0176 -0.3486 0.6767
H 1.170727 7.246160 4.918263 0.2079 0.5236 -0.1564
H -1.948632 -7.975073 -3.632566 -0.1245 0.1359 -0.1437
H 10.497535 4.039896 -6.606301 0.1593 -0.2382 0.0860
H 0.291531 8.511419 10.591407 0.4013 0.9203 0.1289
H 9.708862 1.880633 -5.385628 -0.1714 -0.7462 0.0690
H 3.106971 7.368046 4.003513 0.3324 0.5565 -0.1100
H -2.291379 -11.543136 -11.027128 -1.1372 -0.6182 -0.6407
H 0.133666 9.746366 8.475921 0.1020 0.4811 -0.0005
H 9.430197 4.383814 -5.235964 -0.4935 1.4742 -0.8078
H -4.670499 4.717593 -8.468273 -0.0262 0.3624 -0.1508
H 7.172599 2.016902 2.652444 -0.0631 0.8638 -0.0827
H -7.342162 -4.371285 3.409403 -0.0465 0.4619 -0.4556
H 1.030938 -12.244272 5.262025 0.0449 -0.0545 -0.5868
H -6.182791 0.280630 -5.101493 -0.5791 0.4529 -0.1229
H 0.375966 10.633944 -5.201763 -0.1988 -0.7205 -0.0179
H 5.473494 -1.839490 -11.207741 -0.1340 -0.0275 -0.0280
H 0.315975 4.147319 10.961745 -0.0481 0.1787 -0.0869
H 12.418307 2.165595 -4.100908 0.1649 -0.2479 0.0932